Arrangement w

The following is a DFT calculation (the ωB97M-V functional and the def2-TZVPD basis) of 2 unconnected molecules or ions with the total composition C5H12NO2.

The total charge is +1. The frontier orbital gap is 10.601 eV. The value obtained for the HOMO energy is -0.5048 Ha.

Last column: Mulliken charge in e.
Atoms and positions in Å:
O: 1.24796 0.39587 1.23676  -0.43
C: 0.56360 1.38713 1.36719  -0.01
C: -0.37315 1.87110 0.30249  -0.48
C: -1.51077 0.77643 0.10892  -1.10
C: -0.97968 -0.59106 -0.02235  0.75
C: -1.25013 -1.64099 0.73059  -1.08
N: -0.04282 -0.84885 -1.15831  -0.19
H: 0.40258 1.71191 2.41571  0.39
H: 0.14926 1.86686 -0.65844  0.23
H: -0.74490 2.87994 0.44979  0.41
H: -2.27363 0.88718 0.87504  0.44
H: -2.01616 1.06681 -0.82359  0.34
H: -0.81263 -2.62006 0.55577  0.26
H: -1.85276 -1.66655 1.62852  0.31
H: 0.95576 -0.71902 -0.81060  0.39
H: -0.17526 -0.10767 -1.85057  0.41
H: -0.16868 -1.78559 -1.51742  0.37
H: 3.15214 -0.60073 -1.61663  0.32
H: 3.12044 -1.15155 -0.19277  0.34
O: 2.60885 -1.11116 -1.02011  -0.67


Arrangement x

The following is a DFT calculation (the ωB97M-V functional and the def2-TZVPD basis) of 2 unconnected molecules or ions with the total composition C5H12NO2.

The total charge is +1. The frontier orbital gap is 9.584 eV. The value obtained for the HOMO energy is -0.5166 Ha.

Last column: Mulliken charge in e.
Atoms and positions in Å:
O: 0.52603 -0.34371 -2.48379  -0.53
C: 0.14968 -1.34750 -1.93333  0.06
C: 0.28138 -1.54198 -0.43839  -0.48
C: -0.93850 -0.99885 0.31929  -0.57
C: -1.31066 0.42861 -0.14870  -0.80
C: 0.05990 2.35646 0.14368  -0.11
N: -0.12166 1.26430 -0.46402  0.27
H: -0.37220 -2.15020 -2.48237  0.37
H: 0.32068 -2.61377 -0.22154  0.35
H: 1.20255 -1.07110 -0.08717  0.24
H: -1.81011 -1.62810 0.21921  0.40
H: -0.68808 -0.89273 1.37898  0.28
H: -1.83625 0.33769 -1.09147  0.35
H: -1.89392 0.96516 0.58912  0.42
H: 0.85791 3.06007 -0.05993  0.28
H: -0.64926 2.75338 0.86686  0.23
H: 0.39985 1.01795 -1.25946  0.21
H: 1.42536 0.00966 2.97434  0.31
H: 2.67315 0.12113 2.08903  0.31
O: 1.72417 0.27354 2.08965  -0.59


Which of them is least stable? Easy: arrangement x.


Arrangement w

The following is a DFT calculation (the ωB97M-V functional and the def2-TZVPD basis) of C8H15NOS2 in the gas phase.

The total charge is 0. The frontier orbital gap is 9.678 eV. The value obtained for the HOMO energy is -0.3379 Ha.

Last column: Mulliken charge in e.
Atoms and positions in Å:
C: -3.26857 1.78249 0.82419  -0.86
C: -2.19567 0.17798 -1.04110  -0.83
C: -1.19635 -0.48020 -0.09997  -0.25
C: -0.05327 -1.18426 -0.83888  -0.51
C: 0.83509 -1.99831 0.03732  -0.86
C: 1.53671 -1.27277 1.21225  -0.92
C: 2.20618 0.01959 0.83258  -0.60
C: 4.26342 1.23654 -0.32253  0.34
H: -2.66082 1.39930 1.72553  0.25
H: -4.16439 2.42877 1.18042  0.33
H: -2.76312 2.54808 0.22868  0.34
H: -2.41195 -0.58887 -1.87275  0.34
H: -1.79802 1.12103 -1.45514  0.39
H: -0.82193 0.34799 0.56246  0.14
H: -1.75947 -1.17684 0.51224  0.40
H: 0.43480 -0.39074 -1.57964  0.25
H: -0.64025 -1.80348 -1.62174  0.43
H: 1.52107 -2.57279 -0.59371  0.34
H: 0.16822 -2.77084 0.39934  0.41
H: 0.83177 -0.96270 1.99656  0.33
H: 2.38100 -1.83024 1.67712  0.45
H: 2.63646 0.51829 1.79925  0.45
H: 1.51820 0.70703 0.26721  0.32
N: 4.76408 2.26677 -0.21838  -0.42
O: -4.33768 -0.70998 0.42228  -0.60
S: -3.88438 0.51964 -0.29059  0.43
S: 3.64164 -0.32264 -0.25307  -0.08


Arrangement x

The following is a DFT calculation (the ωB97M-V functional and the def2-TZVPD basis) of C8H15NOS2 in the gas phase.

The total charge is 0. The frontier orbital gap is 9.099 eV. The value obtained for the HOMO energy is -0.3316 Ha.

Last column: Mulliken charge in e.
Atoms and positions in Å:
C: 0.05907 0.71147 -2.37743  -0.76
C: -0.77054 2.06129 -0.28883  -1.28
C: -0.12263 1.75536 1.11449  -0.12
C: -1.10636 0.99876 2.11325  -0.58
C: -0.43790 -0.29477 2.77700  -0.85
C: -0.78146 -1.66010 2.32280  -0.76
C: -0.35611 -2.01846 0.79548  0.15
C: 1.94528 -1.55351 -0.06845  0.58
H: -0.16240 0.05300 -3.07143  0.43
H: 0.21043 1.74634 -2.88593  0.32
H: 0.92040 0.49710 -1.71874  0.06
H: -0.17599 2.78522 -0.75716  0.69
H: -1.70490 2.77288 -0.21799  0.36
H: 0.78748 1.03040 0.95358  0.04
H: 0.47631 2.67380 1.62668  0.31
H: -1.90446 0.62891 1.44761  0.30
H: -1.60484 1.53510 2.97084  0.37
H: 0.58840 -0.02819 2.77449  0.54
H: -0.52748 -0.58429 3.89014  0.32
H: -1.86279 -1.59776 2.79655  0.32
H: -0.12116 -2.36191 2.89594  0.33
H: -0.77334 -2.97401 0.46570  0.45
H: -0.88075 -1.14716 0.16764  -0.23
N: 1.15891 -2.08790 0.75023  -0.42
O: -2.47037 1.47083 -2.39340  -0.65
S: -1.42287 0.86060 -1.45838  0.48
S: 3.16097 -0.99691 -0.77738  -0.40


Arrangement y

The following is a DFT calculation (the ωB97M-V functional and the def2-TZVPD basis) of C8H15NOS2 in the gas phase.

The total charge is 0. As for the SMILES: NC(=O)CCCC[C@H]1CCSS1. The frontier orbital gap is 8.363 eV. The value obtained for the HOMO energy is -0.2837 Ha.

Last column: Mulliken charge in e.
Atoms and positions in Å:
N: 2.42817 2.48536 -0.34358  -0.36
C: 2.30545 1.33783 0.36375  0.40
O: 1.93633 1.33178 1.51593  -0.62
C: 2.70045 0.08227 -0.39998  -0.62
C: 1.92345 -1.14067 0.08880  -0.82
C: 0.54491 -1.27373 -0.55778  -0.62
C: -0.34373 -0.05590 -0.30742  -0.63
C: -1.79188 -0.30753 -0.71916  0.05
H: -1.82080 -0.83809 -1.67359  0.46
C: -2.60233 -1.04579 0.34238  -0.89
C: -3.11762 -0.04895 1.36673  -0.64
H: -2.30838 0.45205 1.89851  0.32
H: -3.80662 -0.49759 2.07841  0.42
S: -4.06102 1.18951 0.42267  -0.14
S: -2.60446 1.33172 -1.03676  -0.14
H: -3.45452 -1.54743 -0.12178  0.38
H: -1.97815 -1.79822 0.82749  0.32
H: 0.03626 0.79250 -0.87931  0.37
H: -0.30124 0.21833 0.74774  0.24
H: 0.06370 -2.16805 -0.15481  0.37
H: 0.65747 -1.42109 -1.63541  0.26
H: 2.49574 -2.04572 -0.12365  0.38
H: 1.81126 -1.05409 1.17141  0.36
H: 3.76684 -0.06848 -0.21194  0.34
H: 2.56268 0.22702 -1.47245  0.40
H: 2.74634 2.50489 -1.29529  0.19
H: 2.21171 3.35807 0.10907  0.24


Which of them is least stable? Easy: arrangement x.


Arrangement w

The following is a DFT calculation (the ωB97M-V functional and the def2-TZVPD basis) of 2 unconnected molecules or ions with the total composition C2H11N4O.

The total charge is +1. The frontier orbital gap is 10.823 eV. The value obtained for the HOMO energy is -0.5216 Ha.

Last column: Mulliken charge in e.
Atoms and positions in Å:
C: 1.14546 1.80285 -0.15886  -0.99
C: 0.68335 0.60231 -0.97973  0.68
N: -0.09469 -1.53514 1.76779  -0.89
N: -1.13547 0.76494 0.41933  -0.80
N: -0.55079 0.25670 -0.69985  0.68
N: -1.28729 -0.80123 -1.26637  -0.78
O: 1.23857 -0.06866 -1.98435  -0.51
H: 0.24822 2.36834 -0.21350  0.37
H: 1.90614 2.35600 -0.67255  0.38
H: 1.15463 1.50248 0.91738  0.31
H: 0.23395 -2.32268 1.18930  0.27
H: -0.96169 -1.95144 2.21343  0.31
H: -2.22191 0.86414 0.34999  0.34
H: -1.07745 0.03234 1.18755  0.34
H: 0.65265 -1.56004 2.56309  0.27
H: -0.55980 -1.22155 -1.82933  0.31
H: -1.45793 -1.40600 -0.43077  0.29
H: 2.08406 0.31664 -2.37255  0.42


Arrangement x

The following is a DFT calculation (the ωB97M-V functional and the def2-TZVPD basis) of 2 unconnected molecules or ions with the total composition C2H11N4O.

The total charge is +1. The frontier orbital gap is 8.570 eV. The value obtained for the HOMO energy is -0.5157 Ha.

Last column: Mulliken charge in e.
Atoms and positions in Å:
C: 1.49223 -1.43263 -0.49836  -1.39
C: 0.29213 -0.41900 -0.41943  1.16
N: -0.96884 -1.04274 -0.61680  -0.57
N: 1.09738 1.05756 1.12699  -0.09
N: 0.44212 0.01543 0.92997  -0.11
N: -1.83573 1.31762 0.73911  -0.69
O: 0.51458 0.62309 -1.31831  -0.58
H: 2.43438 -0.89398 -0.46266  0.36
H: 1.41455 -1.93300 -1.46293  0.38
H: 1.44229 -2.16412 0.30083  0.37
H: -0.94550 -1.78643 -1.30489  0.27
H: -1.36303 -1.38772 0.24801  0.23
H: 1.30629 1.68986 0.34345  0.27
H: 1.32769 1.29775 2.08814  0.27
H: -1.75565 2.22930 1.17771  0.25
H: -2.47463 0.76705 1.29967  0.25
H: -2.24031 1.42615 -0.18137  0.24
H: -0.17995 0.63581 -1.98912  0.37


Which of them is least stable? Easy: arrangement w.


Arrangement w

The following is a DFT calculation (the ωB97M-V functional and the def2-TZVPD basis) of 2 unconnected molecules or ions with the total composition C4H9P.

The total charge is 0. The frontier orbital gap (alpha / beta) is 7.056 / 8.308 eV. The value obtained for the HOMO energy (alpha / beta) is -0.2911 / -0.3155 Ha.

Last column: Mulliken charge in e.
Atoms and positions in Å:
C: -0.27237 -1.29741 -0.03484  -0.44
C: -0.60712 -0.01514 0.70216  0.24
C: 0.79854 -0.30316 0.29557  -0.17
C: -1.47915 1.03916 0.13390  -1.33
P: 2.41524 0.30830 0.16015  -0.24
H: -0.34950 -2.30132 0.54206  0.22
H: -0.55599 -1.30100 -1.05904  0.24
H: -0.73945 -0.05438 1.77466  0.37
H: 1.29742 1.02893 -1.69990  0.01
H: -0.91156 1.88548 0.22138  0.35
H: -2.41816 0.88150 0.63138  0.39
H: -1.57524 0.79009 -0.90001  0.28
H: 2.88675 -0.45296 -0.93618  0.05
H: 3.15767 -0.42888 1.26327  0.03


Arrangement x

The following is a DFT calculation (the ωB97M-V functional and the def2-TZVPD basis) of 2 unconnected molecules or ions with the total composition C4H9P.

The total charge is 0. The frontier orbital gap (alpha / beta) is 8.313 / 8.509 eV. The value obtained for the HOMO energy (alpha / beta) is -0.2877 / -0.3057 Ha.

Last column: Mulliken charge in e.
Atoms and positions in Å:
C: 0.73477 -1.18354 0.03984  -0.69
C: 0.02728 0.00175 0.54330  -0.25
C: 1.22854 2.17406 1.34068  -0.92
C: -1.62081 -1.04466 -1.58627  -1.02
P: -0.07343 -0.09107 -1.20303  0.04
H: 1.90961 -1.14680 -0.00973  0.20
H: 0.37872 -2.08003 0.34415  0.34
H: -0.71896 0.16714 1.36249  0.38
H: 2.31991 2.26685 1.27051  0.26
H: 0.97263 1.87088 2.35375  0.29
H: 0.61005 2.60792 0.66116  0.40
H: -1.37912 -1.69745 -2.42196  0.27
H: -2.32843 -0.41457 -1.97461  0.38
H: -2.06076 -1.43046 -0.72029  0.32


Arrangement y

The following is a DFT calculation (the ωB97M-V functional and the def2-TZVPD basis) of C4H9P in the gas phase.

The total charge is 0. As for the SMILES: [H]/P=C(/C)CC. The frontier orbital gap (alpha / beta) is 8.083 / 8.083 eV. The value obtained for the HOMO energy (alpha / beta) is -0.2986 / -0.2986 Ha.

Last column: Mulliken charge in e.
Atoms and positions in Å:
C: 0.64768 -0.44505 0.16724  0.32
C: 0.67752 -1.51229 1.20200  -1.30
C: -0.83797 1.24025 -0.98605  -1.59
C: -0.67142 0.25564 0.19312  -0.26
P: 2.10130 0.14252 -0.99218  0.07
H: 1.59369 -1.69343 1.70921  0.39
H: 0.31180 -2.51640 0.75315  0.28
H: -0.06340 -1.44872 1.94179  0.37
H: -0.11641 2.01231 -1.12163  0.46
H: -1.85135 1.78613 -0.89051  0.31
H: -1.00681 0.66895 -1.82929  0.46
H: -0.91662 0.83333 1.16948  0.28
H: -1.32643 -0.58851 0.15795  0.29
H: 1.45842 1.26526 -1.47429  -0.10


Which of them is least stable? Easy: arrangement w.